[1]
{
  "formula": "C3H7NOS",
  "method": "ωB97M-V/def2-TZVPD",
  "de_lowest_kj_mol": 78.0,
  "lumo_ev": 0.8,
  "gap_ev": 10.0,
  "total_charge": 0,
  "smiles": "NC(=O)CCS",
  "species": ["N", "C", "O", "C", "C", "S", "H", "H", "H", "H", "H", "H", "H"],
  "coordinates": [[2.476, -0.585, -0.244], [1.529, 0.409, 0.130], [1.716, 1.597, -0.078], [0.217, -0.056, 0.611], [-0.758, 0.111, -0.476], [-2.447, -0.588, -0.005], [3.178, -0.350, -0.948], [2.673, -1.445, 0.176], [-0.118, 0.465, 1.466], [0.441, -1.196, 0.856], [-0.899, 1.187, -0.621], [-0.531, -0.443, -1.381], [-2.588, -0.270, 1.260]],
  "lowdin_charge": [0.1452, -0.5263, 0.0630, -0.2501, -0.5094, 0.6745, 0.1060, 0.0635, 0.1030, 0.1560, 0.0830, 0.0778, -0.1860]
}


[2]
{
  "formula": "C32H49N9O2PS3Tc",
  "method": "ωB97M-V/def2-TZVPD",
  "lumo_ev": [2.4, 2.4],
  "gap_ev": [4.7, 4.7],
  "total_charge": -1,
  "multiplicity": 2,
  "species": ["Tc", "C", "C", "N", "N", "C", "S", "S", "C", "C", "C", "C", "C", "C", "C", "C", "C", "C", "C", "C", "C", "O", "H", "H", "H", "H", "H", "H", "H", "H", "H", "H", "H", "H", "H", "H", "N", "N", "C", "N", "S", "H", "H", "H", "H", "H", "O", "N", "P", "N", "C", "C", "C", "C", "C", "N", "C", "C", "C", "C", "C", "N", "C", "C", "C", "C", "C", "H", "H", "H", "H", "H", "H", "H", "H", "H", "H", "H", "H", "H", "H", "H", "H", "H", "H", "H", "H", "H", "H", "H", "H", "H", "H", "H", "H", "H", "H"],
  "coordinates": [[-0.773, -0.226, 1.548], [-0.717, -3.759, 2.812], [-1.414, -2.580, 2.195], [-0.940, -2.113, 1.010], [0.188, -2.711, 0.487], [1.100, -1.929, 0.031], [1.282, -0.044, 0.150], [2.482, -2.798, -0.715], [2.903, -3.908, 0.662], [3.770, -3.245, 1.692], [3.194, -2.456, 2.687], [3.986, -1.810, 3.624], [5.367, -1.938, 3.579], [5.951, -2.707, 2.581], [5.156, -3.352, 1.645], [-2.687, -2.138, 2.935], [-3.562, -3.161, 3.287], [-4.738, -2.971, 3.999], [-5.071, -1.700, 4.430], [-4.257, -0.618, 4.153], [-3.061, -0.726, 3.410], [-2.334, 0.292, 3.167], [0.359, -3.590, 2.833], [-0.890, -4.665, 2.225], [-1.064, -3.929, 3.830], [3.415, -4.774, 0.237], [1.970, -4.271, 1.092], [2.121, -2.305, 2.695], [3.517, -1.181, 4.370], [5.986, -1.420, 4.301], [7.030, -2.789, 2.521], [5.618, -3.929, 0.851], [-3.310, -4.170, 2.972], [-5.377, -3.816, 4.222], [-5.981, -1.543, 5.000], [-4.520, 0.373, 4.501], [-3.003, -0.191, 0.905], [-3.581, 1.078, 0.897], [-2.904, 2.214, 1.153], [-3.705, 3.324, 1.087], [-1.260, 2.392, 1.444], [-3.136, -0.663, 0.011], [-3.372, -0.823, 1.603], [-4.445, 1.172, 0.389], [-4.674, 3.235, 1.352], [-3.254, 4.177, 1.372], [0.186, 0.520, 2.782], [-0.794, -0.134, -0.652], [0.082, 0.986, -1.546], [-0.889, 2.042, -2.508], [-1.319, 1.744, -3.872], [-2.667, 1.053, -3.969], [-3.728, 1.926, -3.321], [-3.280, 2.350, -1.931], [-1.865, 2.931, -1.905], [0.957, 0.298, -2.820], [2.419, 0.156, -2.769], [2.931, -0.617, -3.977], [2.355, -2.037, -4.112], [0.917, -2.110, -3.574], [0.285, -0.740, -3.621], [1.146, 2.190, -0.657], [1.641, 3.396, -1.302], [1.564, 4.607, -0.378], [2.358, 4.438, 0.931], [2.694, 2.968, 1.241], [1.581, 2.038, 0.846], [-0.549, 1.182, -4.374], [-1.385, 2.698, -4.419], [-2.622, 0.079, -3.474], [-2.919, 0.874, -5.020], [-4.681, 1.392, -3.271], [-3.896, 2.818, -3.939], [-3.304, 1.485, -1.279], [-3.973, 3.098, -1.536], [-1.554, 3.173, -0.893], [-1.867, 3.878, -2.468], [2.741, -0.340, -1.849], [2.883, 1.146, -2.761], [4.021, -0.651, -3.929], [2.674, -0.054, -4.881], [2.994, -2.771, -3.619], [2.343, -2.299, -5.174], [0.861, -2.498, -2.561], [0.333, -2.804, -4.184], [-0.757, -0.815, -3.322], [0.291, -0.407, -4.670], [1.053, 3.595, -2.202], [2.683, 3.258, -1.637], [0.511, 4.782, -0.140], [1.917, 5.490, -0.919], [1.767, 4.848, 1.754], [3.282, 5.023, 0.894], [2.883, 2.836, 2.307], [3.612, 2.678, 0.715], [0.728, 2.162, 1.446], [1.989, 0.829, 1.286]],
  "lowdin_spin": [0.7243, -0.0023, -0.0101, 0.0458, 0.0017, 0.0204, 0.0061, 0.0009, 0.0015, 0.0001, 0.0005, 0.0001, 0.0001, 0.0000, 0.0001, -0.0007, -0.0008, -0.0004, 0.0000, -0.0002, 0.0007, 0.0107, -0.0008, -0.0005, 0.0002, 0.0000, 0.0000, 0.0001, 0.0001, 0.0000, 0.0000, 0.0000, 0.0001, 0.0000, 0.0000, 0.0000, 0.0005, -0.0002, 0.0072, 0.0040, 0.0476, 0.0005, 0.0005, 0.0001, 0.0010, 0.0019, 0.1537, -0.0173, 0.0038, -0.0006, 0.0003, -0.0001, 0.0000, 0.0000, 0.0003, 0.0000, 0.0015, 0.0003, 0.0000, 0.0000, -0.0001, -0.0003, -0.0001, 0.0002, -0.0002, -0.0004, -0.0036, 0.0000, 0.0000, -0.0001, 0.0000, 0.0000, 0.0000, -0.0001, 0.0000, 0.0007, -0.0001, 0.0013, 0.0000, 0.0000, 0.0000, 0.0000, 0.0000, 0.0000, 0.0000, -0.0002, 0.0000, 0.0000, 0.0000, 0.0005, 0.0000, 0.0002, 0.0000, 0.0001, 0.0000, -0.0002, 0.0001]
}


[3]
{
  "formula": "C21H29CuN4OTe",
  "method": "ωB97M-V/def2-TZVPD",
  "de_lowest_kj_mol": 75.1,
  "lumo_ev": 4.8,
  "gap_ev": 5.1,
  "total_charge": -2,
  "species": ["Cu", "O", "C", "C", "C", "C", "C", "C", "N", "H", "H", "H", "H", "H", "H", "H", "C", "C", "C", "C", "N", "N", "C", "H", "H", "H", "H", "H", "H", "H", "H", "Te", "C", "C", "C", "C", "C", "C", "H", "H", "H", "H", "H", "C", "C", "C", "C", "N", "H", "H", "H", "H", "H", "H", "H", "H", "H"],
  "coordinates": [[1.642, 0.110, 0.009], [1.059, 1.037, 2.740], [1.174, -0.311, 2.961], [0.207, -1.152, 2.136], [-0.768, -1.891, 2.797], [-1.734, -2.625, 2.090], [-1.676, -2.577, 0.695], [-0.676, -1.830, 0.094], [0.271, -1.127, 0.766], [2.380, 1.575, 1.719], [0.956, -0.590, 4.023], [2.202, -0.684, 2.754], [-0.778, -1.873, 3.882], [-2.502, -3.189, 2.607], [-2.401, -3.096, 0.077], [-0.597, -1.759, -0.990], [-2.861, 0.975, 3.620], [-2.561, 1.292, 2.193], [-3.393, 1.388, 1.092], [-2.528, 1.707, 0.031], [-1.279, 1.791, 0.447], [-1.310, 1.530, 1.763], [-2.848, 1.899, -1.419], [-3.942, 0.970, 3.787], [-2.410, 1.709, 4.293], [-2.471, -0.001, 3.891], [-4.466, 1.250, 1.068], [-0.361, 1.399, 2.280], [-3.910, 2.112, -1.561], [-2.585, 1.008, -1.996], [-2.262, 2.722, -1.832], [0.537, -0.494, -3.262], [-0.878, -1.853, -4.061], [-1.893, -1.424, -4.931], [-2.848, -2.300, -5.428], [-2.831, -3.645, -5.072], [-1.837, -4.092, -4.210], [-0.880, -3.214, -3.716], [-1.925, -0.378, -5.212], [-3.618, -1.926, -6.098], [-3.580, -4.329, -5.458], [-1.804, -5.138, -3.917], [-0.109, -3.581, -3.050], [4.660, 1.800, -0.772], [4.018, 2.024, 0.600], [4.051, 3.543, 0.898], [4.884, 1.323, 1.674], [2.669, 1.524, 0.603], [5.679, 2.219, -0.813], [4.042, 2.268, -1.542], [4.701, 0.731, -0.995], [5.075, 3.950, 0.892], [3.601, 3.730, 1.878], [3.448, 4.063, 0.150], [5.907, 1.743, 1.715], [4.942, 0.258, 1.455], [4.415, 1.431, 2.654]],
  "lowdin_charge": [0.2360, -0.3333, -0.3764, -0.2360, -0.0651, -0.0773, -0.0741, -0.1247, 0.0529, 0.0601, 0.0878, 0.0991, 0.0931, 0.0892, 0.0946, 0.0118, -0.0408, -0.3428, -0.0341, -0.3928, 0.0991, 0.0324, -0.0592, 0.0655, 0.0736, 0.0468, 0.0825, 0.0897, 0.0566, 0.0513, 0.0691, 0.4932, -0.7414, -0.1943, -0.1392, -0.1531, -0.1389, -0.1929, 0.0685, 0.0823, 0.0750, 0.0826, 0.0751, -0.0989, -0.7867, -0.0941, -0.0945, -0.1301, 0.0611, 0.0691, 0.0608, 0.0539, 0.0646, 0.0638, 0.0576, 0.0588, 0.0635]
}


[4]
{
  "formula": "C6H8HoO5",
  "method": "ωB97M-V/def2-TZVPD",
  "lumo_ev": [-15.3, -17.2],
  "gap_ev": [5.6, 3.8],
  "total_charge": 3,
  "multiplicity": 5,
  "species": ["Ho", "O", "O", "C", "C", "O", "C", "H", "H", "H", "H", "O", "C", "C", "O", "C", "H", "H", "H", "H"],
  "coordinates": [[-2.648, -2.291, -0.547], [-1.473, -1.567, 1.288], [-0.610, 0.352, 1.996], [0.656, 0.803, 2.503], [1.483, -0.486, 2.550], [0.690, -1.416, 1.796], [-0.445, -0.833, 1.401], [1.064, 1.544, 1.805], [0.486, 1.253, 3.485], [1.606, -0.882, 3.563], [2.450, -0.390, 2.045], [-1.110, -0.570, -1.586], [-1.059, 0.176, -2.858], [0.214, 0.995, -2.675], [0.672, 0.596, -1.339], [-0.051, -0.311, -0.831], [-1.010, -0.566, -3.659], [-1.972, 0.773, -2.918], [0.045, 2.075, -2.640], [1.012, 0.745, -3.378]],
  "lowdin_spin": [4.0189, -0.0165, -0.0009, -0.0002, -0.0001, -0.0005, -0.0002, -0.0001, 0.0000, 0.0000, -0.0001, -0.0043, 0.0002, 0.0000, 0.0001, 0.0036, 0.0000, 0.0000, 0.0000, 0.0000]
}


[5]
{
  "formula": "C3H6N2OS",
  "method": "ωB97M-V/def2-TZVPD",
  "de_lowest_kj_mol": 604.0,
  "lumo_ev": [0.5, 0.5],
  "gap_ev": [7.6, 7.6],
  "total_charge": 0,
  "species": ["C", "C", "C", "N", "N", "O", "S", "H", "H", "H", "H", "H", "H"],
  "coordinates": [[-0.607, -0.829, 0.226], [-1.725, 0.202, -0.197], [0.567, 1.182, 0.133], [1.994, -0.468, -0.292], [0.619, -0.113, 0.212], [2.652, 0.615, -0.193], [-1.030, 1.845, 0.066], [-0.766, -1.337, 1.101], [-0.673, -1.588, -0.598], [-2.142, 0.021, -1.238], [-2.743, 0.133, 0.342], [1.543, 1.662, 0.239], [2.310, -1.325, 0.199]],
  "lowdin_charge": [-0.1721, -0.4415, -0.4075, -0.1478, -0.1400, -0.2404, 0.9356, 0.0866, 0.1391, 0.0884, 0.0948, 0.0766, 0.1284]
}